DFT (ωB97M-V/def2-TZVPD) results for C28H34BBr2N8O3RuS2 as an isolated structure.

Computed properties:
- HOMO level (eV) = -11.47
- strongest force on any atom (eV/A) = 0.95
- molar mass (g mol⁻¹) = 866.457
- total charge = +1

```
79
Properties=species:S:1:pos:R:3:forces:R:3:mulliken_charge:R:1
Ru 0.574132 -0.130022 -0.364816 0.54 -0.29 -0.02 -0.27
C -2.125325 2.827465 -4.381011 -0.02 0.02 -0.03 -2.00
C -1.831688 1.946069 -3.166612 -0.06 0.12 0.06 1.47
C -2.234465 0.522502 -3.485443 -0.10 -0.07 -0.07 -1.04
C -0.431339 2.201285 -2.644106 0.08 -0.14 0.04 -0.21
C 0.373092 3.239042 -3.120804 -0.07 0.04 0.00 -0.90
C 1.324930 3.453515 -2.150541 -0.02 0.09 0.00 -0.82
N 1.124387 2.582692 -1.166961 -0.04 -0.24 -0.49 0.90
N 0.089443 1.754449 -1.472776 -0.23 0.23 -0.28 -0.27
B 1.519872 2.763988 0.288436 0.14 0.17 0.42 -0.07
N 2.622472 1.834155 0.737545 -0.22 -0.21 -0.19 -0.01
C 3.826246 2.068609 1.249785 -0.05 -0.05 0.14 -0.97
C 4.270559 0.904345 1.836484 -0.09 0.04 -0.05 -0.67
C 3.254526 -0.034060 1.638735 0.00 0.13 0.06 0.11
N 2.249056 0.548694 0.936437 0.19 0.10 -0.12 0.60
C 3.279663 -1.388620 2.301572 -0.08 0.01 0.07 1.27
C 4.560077 -2.150073 1.958083 0.03 -0.01 -0.02 -1.71
C 3.182099 -1.213498 3.823588 0.06 0.03 0.03 -1.55
N 0.244741 2.375348 1.094393 0.16 -0.15 0.10 -0.32
C -0.500574 3.182811 1.839849 0.08 0.12 -0.05 -0.81
C -1.681800 2.543170 2.146752 -0.11 0.08 -0.05 -0.93
C -1.615562 1.308791 1.509213 0.23 -0.09 0.03 -1.16
N -0.401625 1.195056 0.910864 -0.85 0.20 0.38 2.17
C -2.738095 0.311382 1.443891 0.02 -0.07 0.16 2.49
C -3.220532 0.117434 0.010841 -0.09 -0.03 -0.11 -0.86
C -3.908747 0.735306 2.329786 0.00 0.02 0.02 -2.21
H -3.149800 2.661322 -4.713378 0.00 -0.01 0.02 0.39
H -2.017836 3.888388 -4.161327 0.00 0.00 0.01 0.47
H -1.464403 2.577658 -5.213154 0.01 0.00 -0.01 0.45
H -2.485996 2.291646 -2.355944 0.04 -0.03 0.02 -0.05
H -1.708473 0.148055 -4.365340 0.05 -0.02 0.02 0.44
H -2.054907 -0.136096 -2.648568 -0.08 -0.01 0.01 -0.18
H -3.303307 0.488795 -3.702994 0.01 0.01 -0.03 0.41
H 0.213696 3.826607 -4.005084 0.04 -0.01 -0.02 0.62
H 2.080686 4.214998 -2.056103 0.01 0.00 -0.03 0.55
H 1.806594 3.903312 0.506107 0.03 0.02 0.02 -0.13
H 4.263326 3.051410 1.195910 0.00 0.00 -0.01 0.53
H 5.192713 0.752927 2.368400 0.02 -0.01 -0.01 0.60
H 2.432803 -1.979003 1.959159 0.04 0.01 0.10 0.03
H 5.429734 -1.659036 2.396936 0.00 0.03 -0.02 0.36
H 4.518607 -3.161259 2.363810 -0.02 -0.01 0.00 0.44
H 4.720042 -2.211727 0.883138 -0.03 -0.01 -0.03 0.33
H 4.038402 -0.647671 4.191835 0.01 -0.02 0.03 0.40
H 2.288616 -0.670966 4.141047 -0.01 0.00 -0.05 0.37
H 3.186431 -2.186244 4.317156 -0.01 -0.02 -0.01 0.39
H -0.140711 4.168651 2.081732 -0.02 0.00 0.03 0.50
H -2.499903 2.933643 2.723067 0.00 0.00 0.01 0.65
H -2.390229 -0.643486 1.840263 0.02 -0.03 -0.06 -0.62
H -3.630434 1.050685 -0.381167 -0.01 0.01 0.03 0.34
H -2.425863 -0.194609 -0.661486 0.03 0.05 0.07 -0.50
H -4.010899 -0.635167 -0.019295 0.00 0.00 -0.03 0.43
H -4.336771 1.680243 1.991907 -0.01 0.00 -0.01 0.46
H -4.694665 -0.017955 2.280155 0.00 -0.01 -0.01 0.44
H -3.614425 0.843731 3.373723 0.02 0.01 0.00 0.45
Br -2.165421 -4.078342 4.305617 0.03 0.03 -0.04 -0.09
C -1.339385 -3.004404 3.015887 0.04 0.05 0.00 -1.02
C -0.467067 -1.992621 3.395707 -0.02 -0.01 -0.01 -1.02
C 0.100408 -1.218127 2.410266 0.15 0.02 -0.09 -1.05
N -0.138592 -1.413139 1.106406 -0.18 -0.04 -0.04 1.57
C -0.992291 -2.385834 0.731900 -0.03 -0.01 0.02 0.29
C -1.606351 -3.200878 1.672203 0.02 0.02 0.01 -0.84
C -1.203669 -2.534077 -0.717875 0.16 -0.16 -0.02 0.73
C -1.868588 -3.621053 -1.258706 0.05 0.07 0.03 -0.66
C -1.868079 -3.782795 -2.635417 0.05 0.03 -0.04 -0.81
Br -2.757895 -5.235295 -3.409251 0.00 0.01 0.01 -0.10
C -1.165584 -2.885841 -3.418133 -0.01 -0.05 -0.02 -0.87
C -0.544915 -1.817141 -2.801806 0.21 0.03 0.10 -1.28
N -0.591866 -1.611506 -1.483867 -0.32 0.37 0.17 1.40
H -0.230585 -1.801285 4.432016 -0.02 -0.01 0.01 0.62
H 0.775203 -0.408378 2.642163 -0.06 0.02 0.02 0.97
H -2.296644 -3.972306 1.370301 -0.01 0.00 -0.02 0.58
H -2.347664 -4.357086 -0.633286 -0.01 0.00 0.02 0.60
H -1.093009 -3.002383 -4.489225 -0.01 -0.01 0.00 0.55
H 0.034443 -1.106244 -3.368009 -0.03 0.03 -0.02 1.11
O 1.543966 -0.131446 -2.139123 0.57 0.49 -0.46 -0.22
S 2.929708 -0.816314 -1.997713 -0.29 0.05 0.05 1.18
O 3.212216 -1.639420 -3.125242 -0.09 -0.01 -0.15 -0.67
O 3.919418 0.110742 -1.551040 0.01 -0.09 0.10 -0.59
S 2.113684 -1.933553 -0.487467 0.12 -0.87 0.27 -0.23
```
Positions in Å, forces in eV/Å.